Record 1
The following is a DFT calculation (ωB97M-V with the def2-TZVPD basis set) of a structure of composition C26H32ClN4O7Pd.

CARTESIAN COORDINATES (ANGSTROEM)
Pd1 0.36 0.63 0.03
C1 -4.69 -0.78 -0.32
N1 -3.61 -1.72 -0.59
C2 -3.97 -3.00 -1.19
C3 -2.35 -1.40 -0.28
O1 -2.02 -0.32 0.20
C4 -1.28 -2.44 -0.58
O2 -0.04 -2.11 0.02
C5 0.14 -2.54 1.34
C6 0.27 -1.39 2.34
O3 0.23 -0.19 2.00
N2 0.39 -1.71 3.63
C7 0.59 -0.67 4.63
C8 0.54 -3.08 4.11
H1 -5.23 -0.55 -1.24
H2 -4.28 0.14 0.08
H3 -5.39 -1.21 0.40
H4 -4.99 -2.93 -1.56
H5 -3.93 -3.82 -0.47
H6 -3.33 -3.24 -2.05
H7 -1.12 -2.46 -1.66
H8 -1.60 -3.44 -0.28
H9 1.06 -3.13 1.38
H10 -0.68 -3.19 1.65
H11 0.44 0.30 4.18
H12 1.60 -0.74 5.04
H13 -0.12 -0.81 5.44
H14 0.13 -3.81 3.41
H15 0.00 -3.18 5.05
H16 1.59 -3.32 4.29
Cl1 2.90 -0.57 -0.14
C9 1.60 -0.10 -1.24
H17 1.13 -0.98 -1.67
H18 1.92 0.69 -1.90
O4 -0.46 3.29 -0.41
C10 -0.74 2.70 -1.46
N3 -1.32 3.15 -2.58
C11 -1.46 2.09 -3.59
C12 -0.89 0.88 -2.81
O5 -0.83 -0.27 -3.20
N4 -0.44 1.34 -1.62
C13 -2.92 1.91 -3.99
C14 -3.71 0.86 -3.54
C15 -5.04 0.78 -3.90
C16 -5.61 1.75 -4.72
C17 -4.83 2.80 -5.17
C18 -3.49 2.88 -4.82
C19 -0.57 2.32 -4.81
C20 0.29 3.41 -4.89
C21 1.10 3.58 -6.01
C22 1.07 2.66 -7.04
C23 0.22 1.56 -6.95
C24 -0.60 1.40 -5.85
H19 -1.76 4.05 -2.64
H20 -3.27 0.09 -2.91
H21 -5.65 -0.05 -3.56
H22 -6.65 1.68 -5.01
H23 -5.25 3.56 -5.82
H24 -2.88 3.69 -5.20
H25 0.32 4.14 -4.09
H26 1.76 4.44 -6.07
H27 1.70 2.79 -7.91
H28 0.19 0.84 -7.76
H29 -1.26 0.54 -5.79
C25 2.93 3.80 0.24
O6 2.30 2.53 -0.15
C26 1.46 2.09 0.73
O7 1.18 2.35 1.83
H30 3.62 4.03 -0.56
H31 3.45 3.66 1.19
H32 2.15 4.55 0.33

- LUMO energy (spin up / spin down) (eV) = -3.460 / -3.460
- ΔE to the lowest compared entry with this formula, charge and spin (eV) = 0.000
- molar mass (g mol⁻¹) = 654.4
- frontier orbital gap (spin up / spin down) (eV) = 7.6872 / 7.6867
- spin multiplicity = 1
- charge = +1

---

Record 2
The following is a DFT calculation (ωB97M-V with the def2-TZVPD basis set) of a structure of composition C25H31NO2PPtS.

CARTESIAN COORDINATES (ANGSTROEM)
Pt1 0.43 -0.24 0.73
C1 0.64 -3.19 -0.27
O1 -0.06 -1.94 -0.42
C2 -0.30 -1.62 -1.81
C3 0.78 -0.84 -2.52
O2 0.75 0.51 -2.13
C4 1.54 1.32 -2.99
H1 0.10 -3.94 -0.85
H2 0.62 -3.45 0.78
H3 1.67 -3.11 -0.61
H4 -1.23 -1.04 -1.82
H5 -0.48 -2.56 -2.32
H6 0.57 -0.91 -3.60
H7 1.77 -1.28 -2.34
H8 1.16 1.28 -4.01
H9 2.59 1.00 -2.98
H10 1.47 2.34 -2.62
S1 2.17 3.27 2.82
C5 1.32 3.75 1.42
C6 0.70 2.69 0.86
N1 0.91 1.51 1.54
C7 1.67 1.67 2.60
H11 1.31 4.77 1.08
H12 0.08 2.68 -0.02
H13 1.98 0.86 3.24
C8 5.92 1.14 -0.40
C9 4.64 1.66 -0.72
C10 3.51 1.03 -0.27
C11 3.58 -0.14 0.53
C12 2.40 -0.79 1.02
C13 2.57 -1.90 1.82
C14 3.85 -2.42 2.13
C15 4.97 -1.81 1.65
C16 4.86 -0.65 0.84
C17 6.02 0.01 0.36
H14 6.80 1.64 -0.76
H15 4.56 2.55 -1.32
H16 2.54 1.42 -0.53
H17 1.71 -2.39 2.26
H18 3.93 -3.29 2.77
H19 5.96 -2.20 1.88
H20 6.99 -0.40 0.60
C18 -1.49 -0.76 3.49
P1 -1.74 -0.40 1.72
C19 -2.88 1.02 1.78
C20 -2.76 -1.75 1.09
C21 -3.48 -1.55 -0.09
C22 -4.20 -2.59 -0.66
C23 -4.21 -3.84 -0.06
C24 -3.49 -4.05 1.11
C25 -2.77 -3.01 1.68
H21 -0.86 -1.63 3.63
H22 -2.45 -0.91 3.98
H23 -0.99 0.10 3.94
H24 -3.84 0.76 2.22
H25 -3.04 1.41 0.78
H26 -2.42 1.81 2.38
H27 -3.47 -0.58 -0.57
H28 -4.77 -2.42 -1.57
H29 -4.78 -4.65 -0.50
H30 -3.50 -5.02 1.59
H31 -2.23 -3.19 2.60

- LUMO energy (eV) = -2.313
- ΔE to the lowest compared entry with this formula, charge and spin (eV) = 0.527
- molar mass (g mol⁻¹) = 635.6
- frontier orbital gap (eV) = 7.9033
- spin multiplicity = 1
- charge = +1

---

Record 3
The following is a DFT calculation (ωB97M-V with the def2-TZVPD basis set) of the molecule C5H6O.

CARTESIAN COORDINATES (ANGSTROEM)
C1 -1.78 -1.05 0.11
C2 -1.44 0.04 0.51
C3 -0.37 1.03 0.72
C4 0.82 0.13 0.39
C5 0.95 -0.29 -1.00
O1 1.92 0.56 -0.38
H1 -1.92 -2.03 -0.28
H2 -0.34 1.44 1.74
H3 -0.43 1.87 0.02
H4 1.04 -0.59 1.18
H5 0.31 0.20 -1.74
H6 1.24 -1.30 -1.25

- LUMO energy (eV) = 1.031
- ΔE to the lowest compared entry with this formula, charge and spin (eV) = 3.387
- SMILES = C#CC[C@H]1CO1
- molar mass (g mol⁻¹) = 82.1
- frontier orbital gap (eV) = 10.9504
- spin multiplicity = 1

---

Record 4
The following is a DFT calculation (ωB97M-V with the def2-TZVPD basis set) of a structure of composition C35H24ClN5O5S2SeTl.

CARTESIAN COORDINATES (ANGSTROEM)
Tl1 0.35 0.58 -0.63
Cl1 5.07 -2.06 -5.69
C1 3.78 -1.21 -4.88
C2 3.53 0.14 -5.22
C3 2.53 0.83 -4.60
C4 1.71 0.23 -3.58
O1 0.80 0.91 -3.01
C5 1.97 -1.15 -3.28
C6 1.22 -1.91 -2.34
N1 0.20 -1.53 -1.61
C7 -0.46 -2.52 -0.86
C8 -0.40 -3.87 -1.12
C9 -1.08 -4.81 -0.31
C10 -1.85 -4.40 0.73
C11 -1.99 -3.02 1.00
C12 -2.83 -2.53 2.02
C13 -2.97 -1.19 2.20
C14 -2.23 -0.32 1.38
N2 -1.42 -0.74 0.44
C15 -1.30 -2.08 0.21
C16 3.02 -1.83 -3.94
H1 4.14 0.61 -5.97
H2 2.34 1.87 -4.83
H3 1.54 -2.95 -2.28
H4 0.17 -4.24 -1.96
H5 -0.97 -5.86 -0.54
H6 -2.38 -5.12 1.35
H7 -3.36 -3.24 2.65
H8 -3.60 -0.77 2.98
H9 -2.28 0.75 1.51
H10 3.23 -2.86 -3.67
C17 -1.94 0.14 -3.86
C18 -2.28 1.19 -2.85
N3 -1.68 1.41 -1.70
C19 -2.31 2.48 -1.12
C20 -3.33 2.90 -1.93
N4 -3.29 2.07 -3.02
C21 -4.36 3.96 -1.88
O2 -4.36 4.73 -0.83
O3 -5.16 4.05 -2.80
C22 -1.88 2.99 0.22
O4 -2.51 3.97 0.69
O5 -0.96 2.36 0.78
H11 -1.54 -0.73 -3.35
H12 -1.17 0.51 -4.53
H13 -2.82 -0.14 -4.43
H14 -3.93 2.14 -3.79
H15 -3.60 4.45 -0.17
S1 3.14 -2.12 -0.04
C23 2.05 -1.78 1.20
N5 1.33 -0.67 1.37
C24 0.70 -0.65 2.61
C25 0.05 0.46 3.15
C26 -0.53 0.35 4.40
C27 -0.47 -0.85 5.12
C28 0.21 -1.94 4.61
C29 0.81 -1.83 3.36
S2 1.81 -2.95 2.50
H16 0.00 1.38 2.59
H17 -1.04 1.20 4.83
H18 -0.93 -0.91 6.10
H19 0.29 -2.86 5.18
Se1 2.17 2.35 -0.56
C30 2.51 2.38 1.32
C31 1.90 3.33 2.13
C32 2.18 3.38 3.49
C33 3.06 2.46 4.05
C34 3.66 1.50 3.25
C35 3.40 1.47 1.88
H20 1.18 4.02 1.69
H21 1.70 4.12 4.11
H22 3.26 2.48 5.11
H23 4.34 0.78 3.68
H24 3.87 0.72 1.25

- LUMO energy (eV) = 1.529
- ΔE to the lowest compared entry with this formula, charge and spin (eV) = 0.519
- molar mass (g mol⁻¹) = 977.5
- frontier orbital gap (eV) = 6.4645
- spin multiplicity = 1
- charge = -1